Record 1
DFT (ωB97M-V/def2-TZVPD) results for C22H41N6SSi4V as an isolated structure.

Element x y z (Å)
V: 1.011 -0.353 -0.100
N: 0.213 -2.012 3.641
C: 0.837 -0.933 4.234
C: 1.228 -0.121 3.216
N: 0.843 -0.676 2.020
C: 0.246 -1.817 2.315
C: -0.282 -2.622 1.219
N: -0.147 -2.156 -0.012
C: -0.762 -3.066 -0.835
C: -1.260 -4.086 -0.088
N: -0.939 -3.791 1.220
H: -0.186 -2.794 4.132
H: 0.942 -0.849 5.300
H: 1.756 0.815 3.266
H: -0.825 -2.938 -1.902
H: -1.797 -4.976 -0.359
H: -1.150 -4.367 2.016
C: -1.217 0.983 -3.887
Si: -0.595 2.360 -2.744
C: 1.158 2.868 -3.216
C: -1.727 3.835 -2.996
Si: -0.512 1.573 -0.537
Si: 0.301 3.262 0.905
C: -0.374 3.024 2.647
C: -0.239 4.949 0.287
C: 2.179 3.222 0.990
Si: -2.684 0.980 0.151
C: -2.752 0.183 1.858
C: -3.723 2.542 0.195
C: -3.437 -0.236 -1.070
H: -0.779 1.057 -4.885
H: -2.300 1.069 -4.001
H: -1.026 -0.018 -3.496
H: 1.280 2.949 -4.298
H: 1.936 2.205 -2.830
H: 1.364 3.855 -2.792
H: -1.654 4.207 -4.020
H: -1.472 4.654 -2.323
H: -2.769 3.565 -2.816
H: -1.456 3.172 2.673
H: 0.076 3.742 3.336
H: -0.174 2.021 3.027
H: -1.328 5.011 0.230
H: 0.163 5.159 -0.706
H: 0.108 5.737 0.959
H: 2.551 2.279 1.398
H: 2.547 4.031 1.627
H: 2.629 3.336 0.002
H: -2.336 0.835 2.627
H: -2.207 -0.762 1.883
H: -3.792 -0.030 2.121
H: -3.305 3.275 0.887
H: -4.747 2.328 0.511
H: -3.767 3.011 -0.790
H: -2.897 -1.186 -1.071
H: -3.417 0.157 -2.088
H: -4.479 -0.442 -0.810
N: 1.286 -0.647 -2.286
C: 2.275 -1.161 -1.412
S: 3.192 0.107 -0.660
N: 2.630 -2.514 -1.550
C: 2.720 -3.426 -0.491
C: 2.457 -4.776 -0.733
C: 2.527 -5.702 0.293
C: 2.846 -5.301 1.586
C: 3.122 -3.963 1.823
C: 3.073 -3.027 0.799
H: 1.561 0.130 -2.875
H: 0.709 -1.318 -2.776
H: 2.549 -2.912 -2.472
H: 2.198 -5.099 -1.735
H: 2.334 -6.745 0.080
H: 2.915 -6.027 2.385
H: 3.417 -3.640 2.815
H: 3.338 -1.996 0.989

Output
* 2S+1: 2
* calculated total energy: -3691.55189 Eh
* E_HOMO (alpha / beta): -10.35 / -9.93 eV
* total charge: +1
* expectation value of S²: 0.960
* HOMO-LUMO gap (alpha / beta): 6.8 / 6.7 eV

Record 2
DFT (ωB97M-V/def2-TZVPD) results for a 7-piece molecular cluster, C26H38Cl24N2O2 overall.

Element x y z (Å)
C: 1.700 5.578 -0.900
O: 3.110 5.591 -1.319
C: 3.663 4.223 -1.169
C: 3.745 3.385 -2.584
C: 5.123 2.480 -2.747
C: 4.843 0.895 -3.088
C: 4.736 -0.066 -1.734
C: 3.638 0.516 -0.627
C: 3.576 -0.348 0.763
C: 2.702 -1.730 0.695
C: 1.512 -1.759 -0.429
C: 0.758 -3.242 -0.252
O: -0.455 -3.181 0.578
C: -0.165 -3.335 2.012
N: 0.497 -0.643 -0.326
C: -0.517 -0.705 -1.482
C: -0.659 0.701 -2.312
C: -2.166 1.341 -2.352
C: -2.967 1.338 -0.922
N: -2.387 2.241 0.144
C: -3.294 3.033 1.067
C: -2.376 3.887 2.161
C: -0.783 3.582 1.831
C: -0.969 2.536 0.580
H: 1.537 5.616 0.268
H: 1.137 6.486 -1.389
H: 1.137 4.602 -1.286
H: 4.716 4.199 -0.645
H: 2.917 3.646 -0.443
H: 3.663 4.204 -3.449
H: 2.851 2.617 -2.627
H: 5.852 2.648 -1.827
H: 5.697 2.954 -3.681
H: 5.762 0.541 -3.762
H: 3.816 0.848 -3.660
H: 4.576 -1.201 -1.979
H: 5.794 0.038 -1.193
H: 4.059 1.593 -0.327
H: 2.608 0.711 -1.145
H: 3.255 0.360 1.647
H: 4.699 -0.674 1.003
H: 3.369 -2.712 0.573
H: 2.185 -1.852 1.762
H: 2.029 -1.813 -1.497
H: 0.436 -3.587 -1.341
H: 1.559 -4.037 0.121
H: -0.029 -2.235 2.454
H: 0.845 -3.913 2.184
H: -1.083 -3.838 2.584
H: 0.012 -0.614 0.599
H: -0.217 -1.559 -2.260
H: -1.522 -1.086 -0.986
H: -0.378 0.447 -3.444
H: 0.132 1.534 -1.993
H: -2.057 2.464 -2.705
H: -2.804 0.780 -3.181
H: -4.058 1.764 -1.156
H: -3.157 0.258 -0.470
H: -4.461 3.003 0.967
H: -2.804 4.574 3.022
H: 0.175 4.005 2.355
H: 0.003 2.082 0.113
C: -1.661 0.182 3.995
Cl: -2.639 0.835 5.333
Cl: -0.068 -0.321 4.614
Cl: -2.492 -1.224 3.283
Cl: -1.445 1.437 2.750
C: -0.761 -7.161 0.355
Cl: -1.166 -8.851 -0.040
Cl: 0.991 -6.909 0.156
Cl: -1.646 -6.068 -0.738
Cl: -1.223 -6.818 2.041
C: 1.639 8.601 1.721
Cl: 0.396 9.390 0.718
Cl: 1.801 9.478 3.264
Cl: 1.160 6.915 2.044
Cl: 3.199 8.621 0.860
C: -5.561 -6.212 0.599
Cl: -6.539 -5.559 1.937
Cl: -3.968 -6.715 1.219
Cl: -6.392 -7.618 -0.113
Cl: -5.345 -4.956 -0.646
C: -3.139 -6.527 5.860
Cl: -4.495 -6.150 4.767
Cl: -3.591 -6.108 7.532
Cl: -2.765 -8.266 5.764
Cl: -1.707 -5.583 5.377
C: -5.539 -0.717 -4.688
Cl: -6.262 -1.520 -6.105
Cl: -3.845 -0.297 -5.044
Cl: -6.453 0.767 -4.317
Cl: -5.597 -1.816 -3.288

Output
* 2S+1: 1
* calculated total energy: -12317.43794 Eh
* E_HOMO: -7.76 eV
* total charge: 0
* structure (SMILES): COCCCCCCCC[C@@H](COC)NCCCCn1cccc1.ClC(Cl)(Cl)Cl.ClC(Cl)(Cl)Cl.ClC(Cl)(Cl)Cl.ClC(Cl)(Cl)Cl.ClC(Cl)(Cl)Cl.ClC(Cl)(Cl)Cl
* HOMO-LUMO gap: 7.6 eV

Record 3
DFT (ωB97M-V/def2-TZVPD) results for C22H17LuN8O7 as an isolated structure.

Element x y z (Å)
Lu: -0.372 0.375 -0.104
C: 0.633 -2.558 1.219
N: -0.682 -2.015 0.772
C: -1.322 -2.798 -0.312
C: -0.924 -2.270 -1.652
N: -0.623 -1.007 -1.870
C: -0.381 -0.896 -3.252
C: -0.030 0.210 -4.022
C: 0.141 0.007 -5.374
C: -0.035 -1.264 -5.952
C: -0.386 -2.362 -5.196
C: -0.552 -2.139 -3.834
N: -0.895 -2.991 -2.779
C: 1.730 -1.568 1.001
N: 1.609 -0.561 0.165
C: 2.811 0.172 0.254
C: 3.208 1.336 -0.398
C: 4.452 1.838 -0.079
C: 5.284 1.196 0.855
C: 4.900 0.037 1.497
C: 3.640 -0.450 1.170
N: 2.913 -1.564 1.616
H: 0.858 -3.478 0.679
H: 0.578 -2.810 2.276
H: -1.303 -2.049 1.571
H: -2.401 -2.687 -0.208
H: -1.103 -3.863 -0.234
H: 0.095 1.196 -3.591
H: 0.412 0.840 -6.010
H: 0.108 -1.380 -7.018
H: -0.523 -3.339 -5.644
H: -1.109 -3.974 -2.855
H: 2.588 1.825 -1.137
H: 4.806 2.739 -0.562
H: 6.256 1.620 1.071
H: 5.549 -0.456 2.210
H: 3.222 -2.237 2.300
O: -5.703 3.366 3.354
N: -4.710 3.025 3.957
O: -4.600 2.898 5.157
C: -3.512 2.717 3.150
C: -2.378 2.228 3.799
C: -1.278 1.968 3.033
C: -1.161 2.320 1.683
O: -0.057 2.169 1.028
C: -2.443 2.537 1.066
C: -3.616 2.720 1.788
N: -2.321 1.818 -0.194
O: -2.692 0.605 -0.211
O: -1.441 2.163 -0.993
N: -0.297 0.943 3.460
O: -0.054 0.074 2.596
O: 0.095 0.896 4.583
H: -2.409 2.000 4.858
H: -4.577 2.874 1.313

Output
* 2S+1: 1
* calculated total energy: -3048.15690 Eh
* E_HOMO (alpha / beta): -14.57 / -14.57 eV
* total charge: +2
* HOMO-LUMO gap (alpha / beta): 6.1 / 6.1 eV

Record 4
DFT (ωB97M-V/def2-TZVPD) results for C26H54AlBCl4F6LiN2O11Si2 as an isolated structure.

Element x y z (Å)
C: 4.520 -4.336 2.599
C: 3.885 -2.843 2.964
O: 2.705 -2.509 2.140
B: 1.481 -2.850 2.891
O: 1.493 -4.129 3.685
Si: -0.158 -1.834 2.943
C: 0.380 0.030 3.254
O: 1.737 0.318 2.734
C: 1.718 1.425 1.757
C: 1.538 1.189 0.111
O: 1.883 2.684 2.238
O: -1.086 -1.821 1.458
Si: -1.547 -3.419 0.913
C: -3.133 -3.153 -0.216
C: -3.045 -1.622 -0.885
N: -2.648 -1.364 -2.175
C: -2.086 -4.652 2.285
C: -3.638 -4.393 2.851
O: -3.964 -2.969 3.023
C: -3.659 -2.483 4.377
C: -4.101 -0.914 4.710
O: -3.023 -3.165 5.341
C: -0.262 -4.321 -0.201
F: 0.706 -5.190 0.567
F: -1.052 -5.299 -1.039
C: 0.530 -3.361 -1.271
F: -0.159 -3.205 -2.581
F: 1.826 -4.073 -1.579
F: 0.915 -2.028 -0.754
H: 4.531 -4.935 3.624
H: 5.571 -4.280 2.087
H: 3.705 -4.889 1.927
H: 4.729 -2.047 2.689
H: 3.650 -2.713 4.112
H: 1.472 -4.891 3.005
H: -0.892 -2.225 4.139
H: -0.356 0.780 2.711
H: 0.409 0.291 4.414
H: 2.422 0.492 -0.218
H: 1.535 2.222 -0.449
H: 0.479 0.668 -0.006
H: -4.132 -3.165 0.394
H: -3.230 -3.956 -1.061
H: -3.381 -0.718 -0.192
H: -2.683 -0.322 -2.337
H: -1.321 -4.787 3.171
H: -2.146 -5.725 1.763
H: -4.345 -4.789 1.974
H: -3.889 -5.071 3.783
H: -3.855 -0.609 5.814
H: -3.391 -0.248 4.022
H: -5.195 -0.683 4.364
Cl: -5.995 -3.182 0.029
Li: 6.705 -2.091 2.302
C: -1.664 -3.504 -5.765
O: -3.062 -3.283 -5.781
H: -1.336 -3.780 -6.770
H: -1.153 -2.589 -5.455
H: -1.430 -4.317 -5.073
H: -3.323 -3.041 -4.876
C: -6.788 -4.159 -6.994
O: -6.121 -4.780 -5.911
H: -7.862 -4.330 -6.895
H: -6.589 -3.084 -6.978
H: -6.438 -4.591 -7.935
H: -5.170 -4.611 -6.026
C: 4.829 4.536 -4.414
C: 4.551 4.550 -2.895
C: 5.563 5.488 -2.187
C: 5.358 6.978 -2.440
C: 3.913 7.356 -2.742
C: 2.854 6.354 -2.215
N: 3.160 5.024 -2.771
O: 2.256 4.047 -2.380
C: 1.487 6.831 -2.777
C: 2.790 6.428 -0.672
C: 4.853 3.121 -2.358
H: 4.152 3.850 -4.934
H: 5.854 4.210 -4.630
H: 4.700 5.524 -4.865
H: 5.519 5.317 -1.104
H: 6.592 5.224 -2.474
H: 5.711 7.534 -1.564
H: 5.990 7.303 -3.275
H: 3.719 8.364 -2.352
H: 3.809 7.445 -3.831
H: 1.462 6.755 -3.870
H: 1.299 7.880 -2.517
H: 0.649 6.246 -2.379
H: 2.551 7.448 -0.346
H: 3.732 6.151 -0.190
H: 2.010 5.776 -0.265
H: 5.898 2.845 -2.548
H: 4.237 2.356 -2.844
H: 4.693 3.057 -1.275
C: -5.872 -2.410 7.712
Cl: -5.309 -0.753 7.989
Cl: -7.122 -2.847 8.889
Cl: -6.484 -2.590 6.058
H: -5.025 -3.088 7.841
Al: -7.462 -6.028 -8.667
C: -1.523 4.208 3.710
O: -0.219 4.718 3.504
H: -2.182 5.026 4.009
H: -1.893 3.767 2.781
H: -1.500 3.453 4.500
H: 0.343 3.970 3.239
F: -1.162 1.810 1.810

Output
* 2S+1: 1
* calculated total energy: -5253.15221 Eh
* E_HOMO: -7.46 eV
* total charge: +1
* HOMO-LUMO gap: 1.3 eV

Record 5
DFT (ωB97M-V/def2-TZVPD) results for C6H5ClFNO in the gas phase.

Element x y z (Å)
C: -0.458 -0.211 1.554
C: 0.784 0.339 1.353
C: -1.133 -1.164 -0.688
C: 0.633 0.403 -1.221
C: -1.305 -0.931 0.784
C: 1.289 0.698 0.170
N: -0.245 -0.672 -1.460
O: -0.151 1.563 -1.391
F: -1.821 -2.252 -1.048
Cl: 2.842 1.313 0.035
H: -0.698 -0.357 2.679
H: 1.213 0.619 2.291
H: 1.394 0.383 -1.939
H: -2.128 -1.499 1.245
H: -0.218 1.768 -2.365

Output
* 2S+1: 1
* calculated total energy: -921.61521 Eh
* E_HOMO: -9.00 eV
* total charge: 0
* structure (SMILES): O[C@@H]1N=C(F)C=CC=C1Cl
* HOMO-LUMO gap: 8.7 eV

Record 6
DFT (ωB97M-V/def2-TZVPD) results for C2H4Cl2N2O in the gas phase.

Element x y z (Å)
C: 0.525 0.047 -0.391
C: -1.072 0.026 -0.591
H: 0.041 -0.647 2.160
H: 2.041 0.447 0.944
H: 0.855 -0.565 -2.189
H: -1.293 -0.117 -1.632
N: 1.028 0.362 0.838
N: 1.309 -0.196 -1.360
O: 0.231 0.285 1.972
Cl: -1.759 1.597 -0.046
Cl: -1.905 -1.239 0.297

Output
* 2S+1: 1
* calculated total energy: -1183.66866 Eh
* E_HOMO: -9.44 eV
* total charge: 0
* structure (SMILES): [H]/N=C(/NO)C(Cl)Cl
* HOMO-LUMO gap: 10.1 eV

Record 7
DFT (ωB97M-V/def2-TZVPD) results for a 16-piece molecular cluster, H32O16 overall.

Element x y z (Å)
O: -0.385 -0.033 0.220
H: 0.274 0.522 0.533
H: -0.041 -0.605 -0.469
O: 1.671 1.133 3.352
H: 1.408 1.768 2.689
H: 1.731 1.712 4.105
O: 0.555 3.567 -1.129
H: -0.317 3.614 -1.457
H: 0.510 3.284 -0.233
O: 2.666 -0.427 1.244
H: 3.610 -0.505 1.260
H: 2.394 -0.093 2.095
O: 1.200 -0.975 -3.894
H: 0.878 -1.900 -3.996
H: 0.821 -0.543 -3.142
O: 1.233 -2.897 0.996
H: 1.244 -2.823 1.923
H: 1.957 -2.433 0.711
O: 2.100 1.172 -0.898
H: 2.117 0.541 -0.155
H: 1.176 1.047 -1.237
O: -1.488 2.748 0.649
H: -1.994 2.060 0.127
H: -1.243 2.222 1.361
O: -0.379 0.871 -2.512
H: -0.202 1.570 -3.149
H: -0.923 1.245 -1.827
O: -3.121 0.939 -0.686
H: -3.925 1.028 -1.230
H: -2.985 -0.010 -0.704
O: -1.985 -1.128 -3.203
H: -1.362 -0.449 -2.881
H: -2.763 -0.627 -3.528
O: -3.376 -0.529 2.053
H: -2.500 -0.642 1.674
H: -3.814 -1.410 2.025
O: -0.857 -1.312 2.701
H: -0.368 -0.878 2.033
H: -0.337 -1.935 3.274
O: 0.397 -2.107 -1.391
H: -0.105 -2.634 -2.004
H: 0.309 -2.726 -0.675
O: 3.330 -1.904 -1.236
H: 3.805 -1.071 -1.140
H: 2.434 -1.703 -1.498
O: -1.328 1.444 2.974
H: -0.456 1.269 3.289
H: -1.567 0.543 2.984

Output
* 2S+1: 1
* calculated total energy: -1223.00275 Eh
* E_HOMO: -10.53 eV
* total charge: 0
* HOMO-LUMO gap: 10.2 eV

Record 8
DFT (ωB97M-V/def2-TZVPD) results for C18H16Br2Cl2GaOS as an isolated structure.

Element x y z (Å)
Ga: 0.610 0.246 0.321
Br: 3.447 0.195 0.037
C: 3.387 2.083 -0.197
C: 4.572 2.754 -0.203
C: 4.581 4.145 -0.430
C: 3.410 4.800 -0.665
C: 2.176 4.107 -0.665
C: 0.969 4.797 -0.940
C: -0.224 4.141 -0.951
C: -0.265 2.766 -0.650
C: 0.871 2.046 -0.367
C: 2.132 2.714 -0.401
H: 5.501 2.224 -0.045
H: 5.522 4.675 -0.428
H: 3.402 5.864 -0.860
H: 1.019 5.858 -1.148
H: -1.140 4.671 -1.175
H: -1.231 2.276 -0.639
C: -3.850 -0.107 0.202
S: -2.316 -0.613 0.956
O: -1.293 -0.079 -0.083
C: -2.369 -2.366 0.707
C: -2.517 -2.917 -0.563
C: -2.498 -4.292 -0.700
C: -2.332 -5.102 0.421
C: -2.179 -4.544 1.680
C: -2.191 -3.163 1.830
H: -3.962 -0.535 -0.791
H: -3.831 0.980 0.151
H: -4.656 -0.431 0.859
H: -2.630 -2.281 -1.432
H: -2.621 -4.739 -1.677
H: -2.324 -6.177 0.306
H: -2.049 -5.179 2.546
H: -2.061 -2.709 2.803
Br: 0.733 -0.616 2.453
Cl: 0.910 -1.858 -1.169
C: 1.148 -3.214 0.022
Cl: 2.799 -3.311 0.561
H: 0.870 -4.104 -0.530
H: 0.481 -3.005 0.852

Output
* 2S+1: 1
* calculated total energy: -9161.98679 Eh
* E_HOMO: -11.03 eV
* total charge: +1
* HOMO-LUMO gap: 8.1 eV

Record 9
DFT (ωB97M-V/def2-TZVPD) results for C9H12AsBMoN6S4 as an isolated structure.

Element x y z (Å)
Mo: -0.078 -0.764 0.012
B: 1.177 1.739 1.554
N: -0.268 1.389 0.946
C: -1.135 2.438 0.937
C: -2.352 2.025 1.441
C: -2.186 0.667 1.719
N: -0.936 0.314 1.423
N: 2.100 0.547 1.260
C: 3.353 0.443 1.676
C: 3.986 -0.566 0.947
C: 3.014 -1.048 0.100
N: 1.850 -0.383 0.312
H: 1.045 1.867 2.724
H: 1.569 2.691 0.973
H: -0.813 3.426 0.666
H: -3.233 2.615 1.593
H: -2.893 -0.035 2.130
H: 3.730 1.084 2.449
H: 5.005 -0.886 1.019
H: 3.104 -1.807 -0.663
S: 1.962 -6.291 -1.256
As: 2.042 -4.215 -1.830
S: -0.947 -2.653 -1.074
S: 0.655 -3.181 0.032
S: 3.662 -5.129 -0.716
N: -2.911 -0.292 -1.323
C: -3.549 0.445 -2.241
C: -2.650 1.380 -2.715
C: -1.468 1.124 -2.030
N: -1.631 0.103 -1.185
H: -3.291 -1.070 -0.795
H: -4.573 0.269 -2.509
H: -2.822 2.137 -3.454
H: -0.515 1.616 -2.124

Output
* 2S+1: 1
* calculated total energy: -4599.70438 Eh
* E_HOMO (alpha / beta): -14.81 / -14.80 eV
* total charge: +2
* HOMO-LUMO gap (alpha / beta): 6.7 / 6.6 eV

In order of appearance, F_max = 0.4, 7.4, 2.7, 8.8, 5.2, 2.2, 4.0, 0.3, 2.6 eV Å⁻¹.